C2H4P2 | wB97M-V/def2-TZVPD

Results
HOMO level (eV): -8.60
Frontier orbital gap (eV): 7.48
SMILES: [H]/P=C/C=P/[H]
Energy relative to the best compared isomer or geometry (same formula, charge and spin) (kcal per mole): 26.4
Spin multiplicity: 1

```
8
C2H4P2 wB97M-V/def2-TZVPD
C 0.5364 -0.3573 0.0097
C -0.6016 0.4689 -0.0096
P 2.1616 0.0619 0.0063
P -2.1443 -0.1286 -0.0096
H 0.5509 -1.4578 0.1279
H -0.3573 1.5258 -0.1334
H 2.5785 -1.2826 -0.1847
H -2.7242 1.1698 0.1932
```

Atom charges from the Mulliken analysis, given in e for atoms 1 to 6: -0.232, -0.084, -0.083, -0.115, 0.244, 0.266

C19H31AuNSb | wB97M-V/def2-TZVPD

Results
HOMO level (eV): -8.64
Frontier orbital gap (eV): 9.05
Energy relative to the best compared isomer or geometry (same formula, charge and spin) (kcal per mole): 0.0
Spin multiplicity: 1

```
53
C19H31AuNSb wB97M-V/def2-TZVPD
Au 0.0565 0.0444 1.7058
N -0.0639 0.0333 9.1680
C -0.0349 0.0413 8.0181
C 0.0056 -0.0164 6.5827
C -1.1550 -0.1920 5.8698
C -1.1004 -0.1900 4.4755
C 0.0636 -0.0254 3.7524
C 1.2348 0.1370 4.5066
C 1.2130 0.1463 5.9018
H -2.0870 -0.4031 6.3806
H -2.0388 -0.3289 3.9428
H 2.1881 0.2645 3.9856
H 2.1216 0.2690 6.4721
C 0.6223 1.9738 -3.2867
C 0.6342 1.9108 -1.7676
C -0.3492 2.9532 -1.1884
C 2.0268 2.1946 -1.2468
Sb 0.0366 0.0256 -0.9028
C -1.9715 -0.3414 -1.5607
C -2.3855 -1.7905 -1.3176
C -2.8505 0.5087 -0.6532
C -2.1812 -0.0473 -3.0520
C 1.3598 -1.5178 -1.6345
C 1.7785 -1.3345 -3.0850
C 2.5500 -1.4931 -0.6881
C 0.6816 -2.8929 -1.5125
H 0.9399 2.9625 -3.5841
H -0.3595 1.7867 -3.7138
H 1.3225 1.2450 -3.7002
H 0.0481 3.9637 -1.3405
H -0.5450 2.8210 -0.1200
H -1.2976 2.8913 -1.7021
H 2.3414 3.1965 -1.5686
H 2.7607 1.4920 -1.6281
H 2.0470 2.1908 -0.1544
H -2.2182 -2.0600 -0.2697
H -1.9317 -2.5202 -1.9727
H -3.4503 -1.8449 -1.4658
H -2.7276 0.1894 0.3798
H -3.9044 0.3590 -0.9042
H -2.6490 1.5795 -0.7121
H -1.4215 -0.5141 -3.6766
H -2.1959 1.0146 -3.2512
H -3.1511 -0.4613 -3.3666
H 2.4919 -0.5103 -3.1736
H 0.9165 -1.1830 -3.7507
H 2.3118 -2.2188 -3.4299
H 3.1025 -0.5619 -0.7052
H 3.2719 -2.2971 -0.9560
H 2.2560 -1.6716 0.3439
H 0.0243 -3.0909 -2.3422
H 0.1693 -3.0402 -0.5493
H 1.4930 -3.6468 -1.5518
```

Atom charges from the Mulliken analysis, given in e for atoms 1 to 6: 0.053, -0.494, -0.019, 0.499, -0.759, -0.070